The following is a DFT calculation (the ωB97M-V functional and the def2-TZVPD basis) of an isolated ion of composition C20H37Cl2FN3O5P2 and charge +1 in a non-equilibrium geometry.

Results
Kohn-Sham gap: 9.45 eV
highest occupied orbital energy: -0.444 Ha
relative energy (zero: lowest compared OMol25 entry of this formula, charge and spin): 0.607 eV
SMILES: C#CC[C@@]1(P(=N)(O)O)[N@@H+](F)C[C@@H](P(O)Cl)[C@@](C)(CCCN)[C@]1(CCCOC(C)=O)C[C@H](C)Cl
net charge: +1

Atoms and positions in Å:
1 C 2.365 -3.317 -1.902
2 C 1.815 -2.260 -1.766
3 C 1.080 -0.985 -1.606
4 C -0.313 -1.104 -0.919
5 P -1.499 -1.301 -2.366
6 N -2.826 -2.029 -2.002
7 O -0.632 -2.198 -3.412
8 O -1.711 0.138 -3.086
9 N -0.496 -2.400 -0.189
10 F -0.541 -3.522 -0.986
11 C 0.374 -2.520 1.000
12 C -0.233 -1.523 1.999
13 P 0.227 -1.873 3.794
14 O -1.218 -2.362 4.411
15 Cl 1.301 -3.658 3.666
16 C 0.024 -0.074 1.489
17 C -0.660 0.818 2.581
18 C 1.508 0.381 1.495
19 C 2.426 -0.108 2.625
20 C 3.871 0.353 2.356
21 N 4.469 -0.449 1.292
22 C -0.669 0.109 0.054
23 C -0.096 1.370 -0.673
24 C -0.423 2.756 -0.084
25 C 0.252 3.836 -0.959
26 O -0.265 3.837 -2.291
27 C 0.670 3.771 -3.301
28 C 1.666 2.622 -3.347
29 O 0.670 4.603 -4.152
30 C -2.196 0.402 0.142
31 C -3.260 -0.613 0.592
32 C -4.627 -0.221 -0.058
33 Cl -3.579 -0.580 2.394
34 H 2.782 -4.296 -1.863
35 H 1.790 -0.341 -1.095
36 H 0.982 -0.571 -2.611
37 H -3.606 -1.431 -2.253
38 H -1.163 -2.301 -4.212
39 H -1.976 0.022 -4.007
40 H -1.464 -2.344 0.161
41 H 1.391 -2.196 0.787
42 H 0.370 -3.553 1.342
43 H -1.331 -1.610 2.043
44 H -1.797 -2.774 3.755
45 H 0.096 1.136 3.301
46 H -1.103 1.732 2.198
47 H -1.405 0.284 3.166
48 H 1.480 1.472 1.576
49 H 2.048 0.200 0.563
50 H 2.117 0.230 3.611
51 H 2.482 -1.201 2.588
52 H 4.426 0.127 3.268
53 H 3.918 1.438 2.195
54 H 4.120 -0.191 0.379
55 H 5.471 -0.329 1.258
56 H -0.475 1.410 -1.698
57 H 0.986 1.368 -0.761
58 H -0.034 2.921 0.918
59 H -1.484 3.001 -0.135
60 H -0.025 4.795 -0.513
61 H 1.341 3.791 -0.909
62 H 2.427 2.843 -4.087
63 H 1.167 1.675 -3.557
64 H 2.173 2.505 -2.386
65 H -2.398 1.274 0.760
66 H -2.496 0.757 -0.849
67 H -3.143 -1.667 0.361
68 H -4.929 -0.961 -0.796
69 H -4.607 0.785 -0.474
70 H -5.421 -0.228 0.686

***

The following is a DFT calculation (the ωB97M-V functional and the def2-TZVPD basis) of C23H47N4Re as an isolated structure.

Results
Kohn-Sham gap (alpha / beta): 6.91 / 7.12 eV
multiplicity: 2
highest occupied orbital energy (alpha / beta): -0.668 / -0.664 Ha
relative energy (zero: lowest compared OMol25 entry of this formula, charge and spin): 1.529 eV
net charge: +3

Atoms and positions in Å:
1 Re -0.209 0.908 0.255
2 N 2.022 0.760 0.283
3 C 2.690 2.099 0.342
4 C 1.808 3.048 1.117
5 N 0.433 3.018 0.534
6 C 0.414 3.738 -0.795
7 C -0.369 2.988 -1.857
8 N -0.036 1.535 -1.778
9 C -0.541 3.653 1.476
10 C -1.950 3.373 1.016
11 N -2.107 1.891 0.818
12 H 2.279 0.229 1.114
13 H 2.427 0.230 -0.487
14 H 2.853 2.447 -0.677
15 H 3.671 2.025 0.809
16 H 2.208 4.064 1.108
17 H 1.738 2.728 2.158
18 H 1.440 3.869 -1.133
19 H 0.000 4.738 -0.665
20 H -0.134 3.392 -2.841
21 H -1.444 3.085 -1.714
22 H 0.880 1.369 -2.194
23 H -0.685 1.010 -2.363
24 H -0.359 4.727 1.546
25 H -0.384 3.231 2.470
26 H -2.173 3.881 0.081
27 H -2.660 3.739 1.756
28 H -2.864 1.717 0.158
29 H -2.437 1.491 1.697
30 C -1.127 -0.954 0.759
31 C -0.758 -1.091 -0.620
32 C 0.592 -1.772 -0.582
33 C 0.936 -1.993 0.754
34 C -0.026 -1.433 1.589
35 C 0.053 -1.215 3.064
36 C -0.811 -2.294 3.755
37 C 1.494 -1.287 3.580
38 C -0.509 0.189 3.323
39 C 1.548 -2.160 -1.685
40 C 1.688 -1.102 -2.788
41 C 1.032 -3.511 -2.258
42 C 2.966 -2.447 -1.155
43 C -1.937 -1.334 -1.615
44 C -2.446 -2.760 -1.330
45 C -3.092 -0.350 -1.348
46 C -1.666 -1.234 -3.125
47 H -2.147 -0.923 1.116
48 H 1.869 -2.415 1.088
49 H -0.392 -3.288 3.594
50 H -1.840 -2.287 3.392
51 H -0.827 -2.105 4.830
52 H 1.953 -2.254 3.378
53 H 1.503 -1.148 4.661
54 H 2.121 -0.499 3.146
55 H -1.588 0.244 3.161
56 H 0.011 0.927 2.659
57 H -0.307 0.517 4.344
58 H 0.741 -0.728 -3.163
59 H 2.220 -1.538 -3.635
60 H 2.311 -0.260 -2.457
61 H 0.095 -3.430 -2.797
62 H 0.913 -4.244 -1.459
63 H 1.787 -3.889 -2.948
64 H 3.407 -1.601 -0.618
65 H 3.615 -2.661 -2.004
66 H 2.994 -3.323 -0.508
67 H -2.791 -2.864 -0.299
68 H -1.670 -3.508 -1.505
69 H -3.283 -2.992 -1.989
70 H -3.466 -0.380 -0.322
71 H -3.937 -0.617 -1.981
72 H -2.818 0.676 -1.618
73 H -0.921 -1.930 -3.492
74 H -1.400 -0.232 -3.482
75 H -2.597 -1.480 -3.639

***

The following is a DFT calculation (the ωB97M-V functional and the def2-TZVPD basis) of C34H44BF3N9S2Si2TeV as an isolated structure in a non-equilibrium geometry.

Results
Kohn-Sham gap (alpha / beta): 5.31 / 5.83 eV
multiplicity: 4
highest occupied orbital energy (alpha / beta): -0.108 / -0.144 Ha
relative energy (zero: lowest compared OMol25 entry of this formula, charge and spin): 1.679 eV
net charge: -1

Atoms and positions in Å:
1 V 0.600 -0.914 1.246
2 C -0.066 -2.354 -1.747
3 C 0.404 -0.829 -1.473
4 N 0.160 -0.251 -0.321
5 N 0.342 -2.968 0.400
6 C -0.545 -3.039 -0.611
7 B 0.063 -3.744 1.712
8 N 0.997 -3.248 2.809
9 C 1.669 -3.890 3.778
10 C 2.377 -2.950 4.497
11 C 2.066 -1.734 3.882
12 N 1.228 -1.941 2.877
13 N -1.343 -3.246 2.081
14 C -2.454 -3.892 2.467
15 C -3.480 -2.971 2.513
16 C -2.884 -1.767 2.131
17 N -1.599 -1.952 1.881
18 H -0.493 -2.522 -2.724
19 H 0.326 -0.256 -2.396
20 H -1.546 -3.406 -0.472
21 H 0.126 -4.926 1.578
22 H 1.605 -4.954 3.898
23 H 3.018 -3.121 5.340
24 H 2.417 -0.745 4.123
25 H -2.430 -4.944 2.680
26 H -4.501 -3.138 2.786
27 H -3.340 -0.804 2.000
28 C 6.123 -1.441 2.651
29 S 5.684 -2.143 1.029
30 C 3.950 -1.796 0.999
31 S 2.995 -3.234 0.566
32 N 3.592 -0.576 1.092
33 N 2.375 -0.090 1.163
34 C 2.297 1.242 1.268
35 C 1.136 1.717 1.875
36 C 0.893 3.063 2.225
37 C -0.168 3.350 3.048
38 C -0.974 2.304 3.511
39 C -0.727 1.020 3.056
40 N 0.273 0.715 2.238
41 H 7.207 -1.461 2.721
42 H 5.675 -2.068 3.415
43 H 5.740 -0.428 2.705
44 H 3.147 1.874 1.035
45 H 1.564 3.834 1.868
46 H -0.364 4.371 3.341
47 H -1.777 2.496 4.203
48 H -1.347 0.196 3.388
49 C -1.503 4.573 -3.642
50 Si -1.260 2.776 -3.003
51 C -2.624 1.747 -3.874
52 C 0.457 2.152 -3.573
53 C -1.382 2.719 -1.108
54 Te -2.069 0.800 -0.321
55 C -4.170 1.648 -0.332
56 Si -4.594 2.644 1.210
57 C -3.437 4.124 1.574
58 C -4.598 1.496 2.737
59 C -6.362 3.371 1.048
60 H -1.383 4.626 -4.721
61 H -0.790 5.260 -3.198
62 H -2.499 4.937 -3.407
63 H -2.378 1.547 -4.914
64 H -3.581 2.261 -3.856
65 H -2.758 0.794 -3.364
66 H 0.376 1.214 -4.114
67 H 1.119 1.991 -2.730
68 H 0.945 2.862 -4.233
69 H -2.097 3.445 -0.735
70 H -0.422 2.928 -0.642
71 H -4.828 0.784 -0.399
72 H -4.303 2.215 -1.248
73 H -2.405 3.800 1.669
74 H -3.711 4.613 2.506
75 H -3.486 4.875 0.790
76 H -3.595 1.136 2.934
77 H -5.235 0.632 2.573
78 H -4.944 1.995 3.638
79 H -6.442 4.006 0.172
80 H -6.625 3.974 1.911
81 H -7.103 2.585 0.950
82 F 6.432 -2.177 -5.570
83 C 5.134 -2.016 -5.872
84 F 4.871 -2.956 -6.815
85 F 5.056 -0.833 -6.532
86 C 4.210 -2.070 -4.706
87 C 4.669 -2.245 -3.405
88 C 3.789 -2.236 -2.344
89 C 2.408 -2.073 -2.536
90 C 1.976 -1.873 -3.861
91 C 2.845 -1.876 -4.923
92 C 1.404 -2.035 -1.474
93 C 1.537 -2.399 -0.014
94 H 5.724 -2.393 -3.226
95 H 4.209 -2.359 -1.362
96 H 0.930 -1.715 -4.063
97 H 2.478 -1.707 -5.924

***

The following is a DFT calculation (the ωB97M-V functional and the def2-TZVPD basis) of C6H13O4Sr as an isolated structure in a non-equilibrium geometry.

Results
Kohn-Sham gap (alpha / beta): 8.20 / 7.90 eV
multiplicity: 2
highest occupied orbital energy (alpha / beta): -0.295 / -0.299 Ha
relative energy (zero: lowest compared OMol25 entry of this formula, charge and spin): 1.327 eV
net charge: 0

Atoms and positions in Å:
1 C -0.463 -1.137 -1.947
2 O -1.510 -0.360 -1.495
3 C -2.813 -0.724 -1.922
4 H 0.003 -0.713 -2.842
5 H 1.236 -0.670 -0.819
6 H -0.394 -2.086 -1.407
7 H -3.485 0.065 -1.566
8 H -3.096 -1.667 -1.431
9 H -2.813 -0.798 -3.020
10 O 0.875 2.155 -0.838
11 C 2.112 1.545 -0.665
12 C 1.965 0.193 0.038
13 O 1.172 0.526 1.159
14 C 0.695 -0.459 2.067
15 C -0.496 0.183 2.776
16 O -1.368 0.780 1.876
17 Sr -0.716 1.668 0.227
18 H 2.740 2.200 -0.021
19 H 2.652 1.362 -1.616
20 H 2.912 -0.281 0.331
21 H 1.498 -0.757 2.759
22 H 0.382 -1.341 1.485
23 H -0.100 0.928 3.498
24 H -0.986 -0.611 3.372

***

The following is a DFT calculation (the ωB97M-V functional and the def2-TZVPD basis) of a 2-piece molecular cluster, CH4O3 overall in a non-equilibrium geometry.

Results
Kohn-Sham gap: 11.81 eV
highest occupied orbital energy: -0.411 Ha
relative energy (zero: lowest compared OMol25 entry of this formula, charge and spin): 0.453 eV
SMILES: O=CO.O
net charge: 0

Atoms and positions in Å:
1 O 0.639 0.998 -2.228
2 C -0.295 0.923 -1.497
3 O -0.710 -0.246 -0.931
4 H -0.953 1.768 -1.218
5 H 0.135 -0.746 -0.909
6 O 0.646 -1.167 2.122
7 H 0.076 -1.253 2.886
8 H 0.461 -0.278 1.776

***

The following is a DFT calculation (the ωB97M-V functional and the def2-TZVPD basis) of the molecule C4H6N2 in a non-equilibrium geometry.

Results
Kohn-Sham gap: 9.98 eV
highest occupied orbital energy: -0.333 Ha
relative energy (zero: lowest compared OMol25 entry of this formula, charge and spin): 1.673 eV
SMILES: Cc1ccn[nH]1
net charge: 0

Atoms and positions in Å:
1 C 1.119 1.214 -0.486
2 C 0.150 0.136 -0.152
3 C -1.047 -0.275 -0.698
4 C -1.475 -1.334 0.172
5 N -0.559 -1.569 1.106
6 N 0.384 -0.671 0.913
7 H 1.237 1.903 0.361
8 H 2.100 0.788 -0.714
9 H 0.774 1.788 -1.346
10 H -1.468 0.141 -1.612
11 H -2.307 -1.508 0.834
12 H 1.092 -0.614 1.620

***

The following is a DFT calculation (the ωB97M-V functional and the def2-TZVPD basis) of the molecule C3H5NO3 in a non-equilibrium geometry.

Results
Kohn-Sham gap (alpha / beta): 8.47 / 8.77 eV
multiplicity: 3
highest occupied orbital energy (alpha / beta): -0.276 / -0.377 Ha
relative energy (zero: lowest compared OMol25 entry of this formula, charge and spin): 4.710 eV
net charge: 0

Atoms and positions in Å:
1 C 1.939 0.740 0.713
2 C 0.712 0.172 0.964
3 C -1.664 -0.220 -0.936
4 N -0.110 -0.842 0.511
5 O -1.478 -0.524 0.274
6 O 0.036 -2.080 0.618
7 O 0.613 1.395 0.228
8 H 2.406 1.258 1.493
9 H 2.665 0.230 0.005
10 H -2.705 -0.031 -0.861
11 H -1.178 -0.874 -1.656
12 H -1.237 0.776 -1.352

***

The following is a DFT calculation (the ωB97M-V functional and the def2-TZVPD basis) of the molecule C4H9NO2.

Results
Kohn-Sham gap: 10.73 eV
highest occupied orbital energy: -0.361 Ha
relative energy (zero: lowest compared OMol25 entry of this formula, charge and spin): 1.005 eV
SMILES: C[C@@H](O)CNC=O
net charge: 0

Atoms and positions in Å:
1 C 1.447 1.060 -1.238
2 C 0.469 0.071 -0.629
3 O 1.214 -0.937 0.035
4 C -0.501 0.730 0.365
5 N -1.587 -0.192 0.688
6 C -1.309 -1.267 1.508
7 O -1.651 -2.411 1.280
8 H 0.906 1.833 -1.795
9 H 2.129 0.548 -1.924
10 H 2.046 1.542 -0.458
11 H -0.129 -0.375 -1.444
12 H 0.676 -1.739 0.089
13 H 0.055 0.971 1.281
14 H -0.910 1.660 -0.048
15 H -2.081 -0.500 -0.146
16 H -0.773 -0.993 2.438